101
Properties=species:S:1:pos:R:3 method="wB97M-V/def2-TZVPD" homo_ev="-15.11 / -15.11" gap_ev="4.105 / 4.211" total_charge=+3
Sn -0.010 0.223 1.230
O 1.350 -3.292 4.030
C 0.732 -2.239 3.570
O 1.272 -1.329 2.979
C -0.739 -2.243 3.840
C -1.331 -3.136 4.732
C -2.696 -3.030 4.947
C -3.413 -2.042 4.283
C -2.730 -1.192 3.412
N -1.424 -1.308 3.199
C -3.372 -0.094 2.617
O -4.611 0.246 2.866
O -2.741 0.464 1.745
H 2.309 -3.291 3.861
H -0.738 -3.882 5.239
H -3.194 -3.700 5.633
H -4.478 -1.968 4.441
H -5.046 -0.202 3.607
N 2.235 3.043 1.873
P 1.851 2.342 0.383
C 2.243 3.754 -0.703
C 1.229 4.625 -1.093
C 1.530 5.729 -1.871
C 2.842 5.966 -2.256
C 3.854 5.110 -1.849
C 3.564 3.997 -1.079
C 3.188 1.153 0.069
C 3.346 0.730 -1.249
C 4.368 -0.140 -1.571
C 5.202 -0.623 -0.571
C 5.014 -0.235 0.747
C 3.999 0.646 1.077
C 1.712 2.743 3.108
C 2.082 3.519 4.218
C 1.553 3.211 5.450
C 0.661 2.145 5.554
C 0.357 1.433 4.416
N 0.872 1.716 3.220
H 2.799 3.889 1.852
H 0.212 4.438 -0.775
H 0.746 6.404 -2.179
H 3.073 6.818 -2.875
H 4.878 5.308 -2.133
H 4.357 3.335 -0.762
H 2.690 1.116 -2.018
H 4.517 -0.431 -2.600
H 6.000 -1.304 -0.822
H 5.662 -0.617 1.519
H 3.853 0.949 2.103
H 2.762 4.348 4.089
H 1.821 3.793 6.318
H 0.228 1.873 6.503
H -0.311 0.582 4.444
C -5.424 -2.738 -0.460
C -4.259 -2.906 0.275
C -3.191 -2.042 0.095
C -3.296 -1.004 -0.821
C -4.445 -0.865 -1.598
C -5.507 -1.730 -1.407
P -1.959 0.187 -1.077
C -2.660 1.830 -1.214
C -3.944 2.120 -0.751
C -4.457 3.391 -0.921
C -3.684 4.388 -1.503
C -2.385 4.114 -1.914
C -1.865 2.844 -1.759
C -1.267 -0.320 -2.679
C -1.354 0.447 -3.841
C -0.872 -0.068 -5.032
C -0.290 -1.326 -5.075
C -0.234 -2.102 -3.924
C -0.719 -1.602 -2.734
H -6.266 -3.395 -0.302
H -4.183 -3.715 0.987
H -2.276 -2.164 0.664
H -4.501 -0.086 -2.344
H -6.401 -1.606 -1.999
H -4.539 1.355 -0.274
H -5.464 3.608 -0.598
H -4.089 5.381 -1.622
H -1.785 4.891 -2.360
H -0.850 2.622 -2.065
H -1.834 1.412 -3.838
H -0.962 0.515 -5.937
H 0.113 -1.703 -6.002
H 0.191 -3.094 -3.957
H -0.692 -2.201 -1.836
N 3.346 -7.397 -4.561
C 3.010 -6.591 -3.822
C 2.625 -5.593 -2.895
C 1.387 -5.672 -2.249
C 0.998 -4.650 -1.410
C 1.851 -3.559 -1.184
C 3.094 -3.495 -1.829
C 3.487 -4.518 -2.662
C 1.456 -2.494 -0.339
C 1.015 -1.479 0.179
H 0.741 -6.520 -2.419
H 0.032 -4.689 -0.927
H 3.734 -2.642 -1.667
H 4.448 -4.493 -3.152


114
Properties=species:S:1:pos:R:3 method="wB97M-V/def2-TZVPD" homo_ev="-2.03 / -2.05" gap_ev="4.942 / 4.984" total_charge=-2
Y 0.144 0.152 -0.129
C 5.437 3.201 2.801
C 6.164 2.109 2.300
C 5.520 0.994 1.782
C 4.134 1.011 1.777
C 3.136 0.033 1.307
N 1.888 0.537 1.474
C 1.997 1.730 2.125
N 1.031 2.423 2.683
C -0.263 2.092 2.590
C -1.289 2.794 3.360
C -1.220 3.878 4.229
C -2.397 4.300 4.821
C -3.616 3.647 4.556
C -3.676 2.566 3.693
C -2.490 2.154 3.090
C -2.170 1.065 2.167
N -3.055 0.159 1.803
C -2.735 -0.957 1.142
N -1.488 -1.373 0.785
C -1.573 -2.651 0.343
N -0.575 -3.493 0.048
C 0.689 -3.170 0.149
N 1.230 -1.951 0.478
C 2.565 -2.087 0.556
N 3.475 -1.172 0.899
C 2.953 -3.449 0.187
C 4.197 -4.048 0.046
C 4.224 -5.368 -0.377
C 3.032 -6.066 -0.636
C 1.794 -5.460 -0.481
C 1.778 -4.133 -0.073
C -2.966 -3.067 0.327
C -3.590 -4.251 -0.063
C -4.965 -4.326 0.058
C -5.709 -3.246 0.574
C -5.087 -2.078 0.975
C -3.701 -2.000 0.839
N -0.833 1.118 1.854
C 3.418 2.081 2.282
C 4.049 3.199 2.801
H 5.972 4.064 3.180
H 7.247 2.148 2.303
H 6.066 0.156 1.365
H -0.276 4.380 4.404
H -2.386 5.150 5.494
H -4.521 4.003 5.035
H -4.608 2.055 3.481
H 5.105 -3.485 0.229
H 5.175 -5.863 -0.531
H 3.087 -7.092 -0.980
H 0.870 -5.983 -0.695
H -3.006 -5.073 -0.456
H -5.482 -5.227 -0.250
H -6.787 -3.335 0.654
H -5.649 -1.244 1.378
H 3.468 4.039 3.161
O -0.389 -2.088 -3.807
C 0.156 -1.607 -2.821
O -0.446 -0.950 -1.889
C 1.664 -1.771 -2.688
C 2.219 -2.882 -3.275
C 3.597 -3.064 -3.276
C 4.437 -2.101 -2.769
C 3.892 -0.969 -2.209
C 2.489 -0.775 -2.049
O 1.991 0.194 -1.398
N 4.860 0.032 -1.716
O 4.480 1.175 -1.595
O 6.022 -0.320 -1.552
N 4.185 -4.283 -3.838
O 3.432 -5.163 -4.213
O 5.402 -4.372 -3.885
H 1.566 -3.605 -3.743
H 5.507 -2.224 -2.802
I 0.510 3.197 -0.746
I 0.934 5.442 1.101
C -0.653 2.109 -5.172
Si 0.702 2.218 -3.895
C 2.043 1.111 -4.527
C 1.386 3.944 -3.959
O 0.069 1.838 -2.399
H -0.282 2.526 -6.117
H -1.561 2.649 -4.889
H -0.923 1.063 -5.356
H 2.257 1.437 -5.554
H 1.740 0.060 -4.568
H 2.963 1.189 -3.938
H 1.723 4.144 -4.983
H 2.242 4.060 -3.287
H 0.645 4.700 -3.683
C -2.973 0.374 -3.028
As -2.613 1.397 -1.410
C -2.764 3.196 -2.117
C -4.462 1.322 -0.651
C -5.564 1.877 -1.501
C -5.999 3.195 -1.349
C -7.021 3.713 -2.134
C -7.641 2.918 -3.092
C -7.226 1.601 -3.249
C -6.203 1.089 -2.460
H -3.340 -0.611 -2.739
H -2.039 0.223 -3.558
H -3.703 0.887 -3.653
H -2.805 3.908 -1.294
H -3.667 3.271 -2.719
H -1.892 3.414 -2.723
H -4.412 1.833 0.309
H -4.640 0.268 -0.444
H -5.519 3.820 -0.604
H -7.335 4.741 -1.995
H -8.439 3.319 -3.705
H -7.701 0.965 -3.987
H -5.890 0.058 -2.582


108
Properties=species:S:1:pos:R:3 method="wB97M-V/def2-TZVPD" homo_ev=-3.67 gap_ev=5.555 total_charge=-1
K 0.789 0.222 -0.558
C 1.571 -1.097 -4.189
C 2.044 0.335 -3.911
C 0.946 1.368 -3.911
C 0.909 2.386 -4.855
C -0.099 3.335 -4.780
C -1.043 3.228 -3.776
C -0.934 2.168 -2.884
N 0.034 1.266 -2.948
N 1.328 -1.916 -2.995
C 0.477 -3.042 -3.332
C -0.985 -2.694 -3.498
C -1.908 -3.711 -3.760
C -3.248 -3.389 -3.850
C -3.632 -2.063 -3.684
C -2.643 -1.126 -3.440
N -1.352 -1.432 -3.347
C 2.599 -2.388 -2.469
C 2.579 -2.941 -1.060
C 3.789 -3.012 -0.368
C 3.784 -3.455 0.937
C 2.571 -3.808 1.515
C 1.428 -3.710 0.746
N 1.425 -3.301 -0.522
H 2.314 -1.612 -4.826
H 0.643 -1.063 -4.759
H 2.783 0.617 -4.666
H 2.558 0.386 -2.949
H 1.677 2.444 -5.617
H -0.136 4.155 -5.487
H -1.833 3.956 -3.652
H -1.628 2.067 -2.057
H 0.536 -3.764 -2.517
H 0.833 -3.554 -4.248
H -1.569 -4.732 -3.878
H -3.987 -4.157 -4.042
H -4.670 -1.764 -3.744
H -2.885 -0.077 -3.306
H 3.295 -1.547 -2.466
H 3.049 -3.143 -3.147
H 4.699 -2.661 -0.836
H 4.702 -3.488 1.509
H 2.507 -4.132 2.545
H 0.460 -3.960 1.162
C 4.583 1.753 0.542
C 3.996 0.493 0.033
N 3.101 -0.165 0.684
C 2.834 0.247 1.969
C 3.758 1.113 2.571
N 4.715 1.752 1.948
C 1.733 -0.364 2.688
C 1.786 -0.526 4.091
C 0.754 -1.132 4.771
C -0.355 -1.562 4.030
C -0.356 -1.343 2.662
N 0.652 -0.772 2.004
C -1.540 -1.739 1.840
C -2.815 -1.827 2.406
N -3.881 -2.204 1.714
C -3.670 -2.486 0.435
C -2.416 -2.368 -0.146
N -1.352 -1.987 0.544
C 0.824 -1.350 6.244
C 1.776 -0.714 7.042
C 1.801 -0.954 8.405
N 0.963 -1.772 9.036
C 0.054 -2.374 8.278
C -0.057 -2.201 6.908
H 5.530 1.994 0.052
H 4.293 0.136 -0.951
H 3.739 1.237 3.651
H 2.682 -0.221 4.605
H -1.193 -2.052 4.498
H -2.976 -1.560 3.443
H -4.523 -2.796 -0.159
H -2.274 -2.590 -1.193
H 2.488 -0.017 6.627
H 2.540 -0.455 9.022
H -0.631 -3.041 8.790
H -0.825 -2.748 6.381
O 3.777 3.025 0.199
C 2.692 3.040 -0.549
O 2.251 2.084 -1.161
C 2.044 4.382 -0.623
C 2.818 5.440 -1.080
C 2.262 6.691 -1.294
C 0.909 6.864 -1.019
C 0.148 5.821 -0.534
C 0.678 4.536 -0.310
S -0.343 3.300 0.389
H 3.871 5.267 -1.272
H 2.868 7.509 -1.661
H 0.443 7.831 -1.173
H -0.897 5.976 -0.298
S -3.704 2.087 2.113
C -2.608 1.247 1.069
N -3.099 0.716 0.005
C -4.461 0.959 -0.055
C -5.306 0.522 -1.077
C -6.647 0.828 -1.012
C -7.160 1.570 0.062
C -6.338 2.008 1.078
C -4.982 1.694 1.015
H -1.566 1.179 1.345
H -4.892 -0.051 -1.896
H -7.313 0.497 -1.797
H -8.217 1.800 0.094
H -6.740 2.579 1.904


104
Properties=species:S:1:pos:R:3 method="wB97M-V/def2-TZVPD" homo_ev="-8.57 / -9.29" gap_ev="4.883 / 5.472" total_charge=+1
Lu -0.961 -0.212 -1.717
C 7.546 -0.224 3.713
O 7.130 -1.078 2.656
C 5.918 -0.848 2.102
C 5.064 0.188 2.468
C 3.842 0.332 1.821
C 3.439 -0.532 0.810
C 4.299 -1.586 0.487
C 5.521 -1.742 1.108
C 2.096 -0.399 0.169
C 1.743 0.856 -0.350
C 2.541 2.049 -0.267
C 1.699 3.110 -0.419
C 0.399 2.578 -0.677
N 0.457 1.217 -0.703
C -0.819 3.340 -0.652
C -1.985 2.890 -1.225
C -3.339 3.308 -0.956
C -4.168 2.376 -1.506
C -3.326 1.440 -2.189
C -3.530 0.095 -2.703
C -2.677 -0.356 -3.803
C -2.230 0.573 -4.779
C -1.540 0.174 -5.892
C -1.243 -1.180 -6.096
O -0.535 -1.469 -7.203
C -0.183 -2.829 -7.428
C -1.686 -2.122 -5.174
C -2.389 -1.714 -4.051
C -3.831 -0.802 -1.593
N -2.755 -1.469 -1.121
C -3.113 -2.008 0.091
C -2.182 -2.550 0.954
C -2.675 -3.171 2.218
C -3.083 -4.505 2.248
C -3.506 -5.089 3.426
C -3.542 -4.342 4.602
O -3.972 -4.999 5.706
C -4.139 -4.248 6.897
C -3.142 -3.008 4.587
C -2.701 -2.440 3.396
C -0.773 -2.405 0.797
C 0.177 -3.045 1.638
C 1.393 -2.482 1.377
C 1.182 -1.463 0.400
N -0.133 -1.483 -0.003
C -4.500 -1.729 0.326
C -4.932 -0.928 -0.698
N -2.025 1.783 -2.042
C -0.860 4.504 0.280
C -0.872 4.288 1.653
C -0.890 5.348 2.550
C -0.874 6.655 2.066
O -0.875 7.760 2.847
C -0.831 7.577 4.253
C -0.860 6.882 0.693
C -0.857 5.817 -0.186
H 8.523 -0.580 4.022
H 6.856 -0.279 4.556
H 7.629 0.811 3.374
H 5.329 0.877 3.256
H 3.175 1.127 2.135
H 3.985 -2.311 -0.249
H 6.185 -2.558 0.852
H 3.601 2.086 -0.076
H 1.941 4.160 -0.364
H -3.615 4.180 -0.383
H -5.246 2.352 -1.482
H -2.475 1.619 -4.658
H -1.211 0.892 -6.631
H 0.374 -2.847 -8.358
H -1.072 -3.454 -7.529
H 0.441 -3.207 -6.615
H -1.501 -3.175 -5.321
H -2.778 -2.473 -3.387
H -3.066 -5.090 1.336
H -3.817 -6.124 3.460
H -4.513 -4.944 7.642
H -4.863 -3.443 6.755
H -3.191 -3.830 7.242
H -3.165 -2.409 5.485
H -2.375 -1.407 3.389
H -0.051 -3.817 2.356
H 2.327 -2.698 1.868
H -5.066 -2.069 1.179
H -5.917 -0.513 -0.844
H -0.879 3.271 2.029
H -0.913 5.145 3.611
H -0.778 8.572 4.684
H 0.052 7.007 4.551
H -1.730 7.074 4.614
H -0.852 7.904 0.336
H -0.852 6.008 -1.253
S 0.923 -0.354 -3.730
C 2.478 -0.899 -3.397
N 3.564 -0.209 -3.683
C 4.855 -0.763 -3.274
C 4.625 -2.262 -3.073
S 2.841 -2.463 -2.768
H 3.467 0.749 -3.989
H 5.185 -0.281 -2.352
H 5.596 -0.582 -4.049
H 5.175 -2.639 -2.215
H 4.889 -2.840 -3.955


Quick rundown of F_max, same order as above: 1.61 1.18 0.93 0.57 eV/Å